Entry 1:
{"formula": "C18H11BF12IrN3O8S2", "method": "ωB97M-V/def2-TZVPD", "homo_energy_ev": -3.09, "charge": -2, "lumo_ev": 4.4, "homo_lumo_gap_ev": 7.50, "fmax_ev_per_a": 0.60, "symbols": ["Ir", "O", "C", "O", "C", "C", "N", "N", "C", "C", "O", "O", "H", "H", "H", "F", "C", "F", "F", "S", "O", "O", "N", "S", "O", "O", "C", "F", "F", "F", "F", "C", "F", "H", "F", "B", "F", "F", "F", "C", "C", "C", "C", "C", "C", "C", "C", "C", "C", "H", "H", "H", "H", "H", "H", "H"], "coordinates": [[-0.39, 0.27, -0.83], [5.35, 1.70, -0.70], [5.13, 0.94, 0.36], [6.00, 0.72, 1.18], [3.78, 0.35, 0.51], [3.43, -0.56, 1.49], [2.15, -0.90, 1.29], [1.63, -0.26, 0.25], [2.59, 0.49, -0.26], [2.28, 1.25, -1.51], [3.17, 1.92, -2.06], [1.09, 1.16, -1.93], [4.53, 1.76, -1.29], [4.03, -1.01, 2.26], [1.61, -1.62, 1.76], [-0.29, -4.44, -3.35], [0.39, -4.47, -2.20], [1.55, -3.84, -2.38], [0.66, -5.75, -1.91], [-0.62, -3.66, -0.84], [0.01, -2.38, -0.68], [-1.96, -3.78, -1.29], [-0.41, -4.61, 0.41], [0.84, -4.48, 1.34], [0.71, -3.47, 2.37], [2.12, -4.60, 0.71], [0.59, -6.05, 2.28], [1.57, -6.18, 3.19], [0.65, -7.12, 1.47], [-0.58, -6.08, 2.92], [-1.64, 1.13, -3.37], [-1.65, 0.17, -2.37], [-1.12, -0.96, -3.03], [-2.69, -0.08, -2.17], [-3.90, 0.09, -0.34], [-3.24, -0.29, 0.82], [-3.14, 0.74, 1.73], [-3.76, -1.44, 1.37], [-1.84, -0.64, 0.40], [-3.29, 5.33, -0.81], [-3.34, 4.15, -1.58], [-2.53, 3.09, -1.29], [-1.59, 3.13, -0.22], [-0.73, 2.03, 0.10], [0.02, 2.17, 1.25], [0.02, 3.32, 2.05], [-0.75, 4.39, 1.72], [-1.58, 4.31, 0.58], [-2.43, 5.40, 0.24], [-3.94, 6.16, -1.05], [-4.04, 4.07, -2.40], [-2.60, 2.20, -1.87], [0.65, 1.35, 1.58], [0.65, 3.35, 2.94], [-0.76, 5.30, 2.31], [-2.39, 6.28, 0.86]]}



Entry 2:
{"formula": "C8H10N2", "method": "ωB97M-V/def2-TZVPD", "smiles": "N/N=C1\\C=CC=CC1.C#C", "homo_energy_ev": -7.81, "lumo_ev": 0.3, "homo_lumo_gap_ev": 8.10, "fmax_ev_per_a": 3.63, "symbols": ["N", "N", "C", "C", "C", "C", "C", "C", "H", "H", "H", "H", "H", "H", "H", "H", "C", "C", "H", "H"], "coordinates": [[-1.46, -1.39, 0.53], [-0.61, -0.55, 1.22], [0.45, -0.29, 0.56], [0.82, -0.76, -0.78], [1.91, -0.23, -1.31], [2.56, 0.82, -0.66], [2.43, 1.16, 0.64], [1.46, 0.36, 1.41], [-2.30, -1.63, 1.16], [-1.84, -0.94, -0.31], [0.17, -1.60, -1.02], [2.29, -0.39, -2.29], [3.21, 1.43, -1.23], [3.09, 2.01, 0.97], [0.95, 0.92, 2.29], [1.88, -0.41, 2.04], [-3.48, 0.81, -1.10], [-4.08, -0.01, -0.50], [-3.03, 1.63, -1.57], [-4.41, -0.95, -0.05]]}